Entry 1:
This record from the Open Molecules 2025 dataset describes a structure of composition C14H16N8RuS3. The level of theory is ωB97M-V/def2-TZVPD.

Results
- ⟨S²⟩ = 0.784
- spin multiplicity = 2
- net charge = +3
- lowest unoccupied orbital energy (alpha / beta) (eV) = -9.437 / -11.978
- E_HOMO (alpha / beta) (eV) = -17.169 / -17.120

CARTESIAN COORDINATES (ANGSTROEM)
Ru  0.151  0.662  -0.270
C  1.113  -1.984  3.012
C  0.481  -1.134  1.966
N  1.105  -0.534  1.006
N  2.491  -0.420  1.059
C  2.904  0.868  1.102
N  4.159  1.136  1.412
S  1.756  2.092  0.745
C  -0.925  -0.713  2.038
C  -1.845  -1.171  2.965
C  -3.080  -0.537  3.051
C  -3.346  0.533  2.213
C  -2.386  0.927  1.292
N  -1.206  0.315  1.195
H  2.008  -2.494  2.663
H  0.420  -2.757  3.340
H  1.366  -1.378  3.887
H  3.035  -1.179  1.450
H  4.820  0.427  1.699
H  4.456  2.097  1.496
H  -1.603  -1.991  3.626
H  -3.812  -0.867  3.776
H  -4.282  1.071  2.270
H  -2.558  1.758  0.619
N  -2.607  -1.909  -0.430
C  -2.231  -1.254  -1.520
N  -1.174  -0.458  -1.624
C  -1.049  -0.036  -2.942
C  -2.041  -0.458  -3.800
S  -3.155  -1.439  -2.996
C  0.074  0.749  -3.296
C  0.422  1.107  -4.603
S  1.864  1.963  -4.631
C  1.946  1.846  -2.876
N  0.939  1.164  -2.319
N  2.932  2.416  -2.226
H  -2.012  -1.925  0.382
H  -3.372  -2.566  -0.456
H  -2.163  -0.222  -4.846
H  -0.117  0.889  -5.512
H  3.651  2.939  -2.705
H  2.876  2.466  -1.212

Entry 2:
This record from the Open Molecules 2025 dataset describes an isolated molecule of C2H7N5O at a distorted geometry. The level of theory is ωB97M-V/def2-TZVPD.

Results
- relative energy (zero: lowest compared OMol25 entry of this formula, charge and spin) (kcal/mol) = 26.2
- SMILES string = [H]/N=C(/N)NO/C(N)=N\[H]
- net charge = 0
- lowest unoccupied orbital energy (eV) = 0.827
- E_HOMO (eV) = -9.036

CARTESIAN COORDINATES (ANGSTROEM)
H  -3.179  -1.163  0.448
N  -2.902  -0.284  -0.021
C  -1.671  -0.003  -0.082
N  -1.181  1.181  -0.515
N  -0.608  -0.903  0.227
O  0.526  -0.871  -0.459
C  1.542  -0.092  0.141
N  2.643  -0.082  -0.659
N  1.456  0.446  1.302
H  0.503  0.229  1.657
H  -0.355  1.525  -0.037
H  -1.921  1.845  -0.637
H  -0.894  -1.829  0.521
H  2.610  -0.362  -1.610
H  3.430  0.362  -0.277

Entry 3:
This record from the Open Molecules 2025 dataset describes a cluster of 2 separate species, C3H8O in total at a distorted geometry. The level of theory is ωB97M-V/def2-TZVPD.

Results
- relative energy (zero: lowest compared OMol25 entry of this formula, charge and spin) (kcal/mol) = 33.6
- SMILES string = C=C.CO
- net charge = 0
- lowest unoccupied orbital energy (eV) = 0.917
- E_HOMO (eV) = -10.443

CARTESIAN COORDINATES (ANGSTROEM)
C  -0.817  2.570  -0.125
C  -1.087  1.327  0.211
H  0.191  2.928  -0.307
H  -1.607  3.298  -0.212
H  -0.377  0.509  0.252
H  -2.117  1.005  0.376
C  0.970  -2.057  0.313
O  0.924  -2.138  -1.107
H  0.116  -1.554  0.765
H  1.026  -3.090  0.656
H  1.879  -1.557  0.657
H  0.899  -1.239  -1.479

Entry 4:
This record from the Open Molecules 2025 dataset describes a cluster of 8 separate species, C56H60F7N3O3S2 in total at a distorted geometry. The level of theory is ωB97M-V/def2-TZVPD.

Results
- SMILES string = C=CCN[C@H](S)[C@@H](OCC)OCCCCCSc1nnco1.Fc1ccccc1.Fc1ccccc1.Fc1ccccc1.Fc1ccccc1.Fc1ccccc1.Fc1ccccc1.Fc1ccccc1
- net charge = 0
- lowest unoccupied orbital energy (eV) = -0.321
- E_HOMO (eV) = -8.377

CARTESIAN COORDINATES (ANGSTROEM)
C  5.094  -4.045  0.766
C  3.909  -3.274  1.318
C  2.459  -3.511  0.518
N  1.486  -2.508  1.097
C  0.188  -2.429  0.326
S  -0.466  -4.090  -0.280
C  0.287  -1.468  -1.040
O  0.765  -2.357  -2.112
C  1.545  -1.638  -3.130
C  3.034  -1.126  -2.601
O  -1.096  -1.064  -1.336
C  -1.204  0.353  -1.709
C  -2.562  1.104  -1.112
C  -3.083  0.496  0.318
C  -4.217  -0.711  0.134
C  -3.631  -2.009  0.954
S  -5.025  -3.305  1.122
C  -5.182  -3.955  -0.667
N  -4.112  -4.874  -1.244
N  -4.566  -5.084  -2.562
C  -5.878  -4.325  -2.817
O  -6.281  -3.593  -1.576
H  6.149  -3.505  0.655
H  4.940  -5.201  0.514
H  4.024  -2.600  2.267
H  2.681  -3.353  -0.622
H  2.176  -4.646  0.753
H  1.924  -1.544  1.201
H  -0.603  -1.878  1.022
H  -1.484  -3.716  -1.215
H  1.013  -0.597  -0.754
H  0.936  -0.781  -3.683
H  1.784  -2.437  -3.985
H  3.035  0.054  -2.740
H  3.926  -1.546  -3.241
H  3.164  -1.403  -1.469
H  -1.316  0.391  -2.893
H  -0.281  1.017  -1.435
H  -2.233  2.227  -0.897
H  -3.451  1.130  -1.903
H  -2.218  0.152  1.049
H  -3.665  1.374  0.879
H  -4.319  -0.908  -1.034
H  -5.269  -0.349  0.505
H  -2.833  -2.519  0.252
H  -3.120  -1.758  1.977
H  -6.507  -4.253  -3.802
F  -2.825  3.491  -3.538
C  -4.007  3.752  -4.112
C  -5.180  3.444  -3.433
C  -6.411  3.721  -4.028
C  -6.454  4.293  -5.302
C  -5.271  4.593  -5.978
C  -4.040  4.326  -5.378
H  -5.127  2.993  -2.447
H  -7.334  3.491  -3.502
H  -7.414  4.504  -5.768
H  -5.307  5.034  -6.971
H  -3.111  4.562  -5.885
F  -6.872  4.765  -1.178
C  -6.199  5.896  -0.931
C  -5.709  6.136  0.348
C  -5.003  7.311  0.604
C  -4.804  8.240  -0.421
C  -5.303  7.992  -1.700
C  -5.999  6.812  -1.959
H  -5.881  5.407  1.134
H  -4.610  7.505  1.599
H  -4.257  9.158  -0.220
H  -5.150  8.718  -2.495
H  -6.386  6.599  -2.950
F  2.053  0.676  6.109
C  1.573  -0.541  5.822
C  1.505  -1.503  6.823
C  1.000  -2.770  6.526
C  0.579  -3.063  5.227
C  0.656  -2.092  4.227
C  1.150  -0.823  4.527
H  1.844  -1.260  7.825
H  0.936  -3.526  7.304
H  0.190  -4.052  4.995
H  0.332  -2.324  3.216
H  1.209  -0.053  3.765
F  -1.674  -10.210  -3.496
C  -1.645  -9.114  -4.267
C  -0.851  -9.102  -5.409
C  -0.824  -7.963  -6.214
C  -1.583  -6.845  -5.862
C  -2.373  -6.865  -4.711
C  -2.408  -8.008  -3.912
H  -0.262  -9.977  -5.662
H  -0.213  -7.947  -7.113
H  -1.558  -5.955  -6.488
H  -2.959  -5.992  -4.437
H  -3.023  -8.044  -3.019
F  3.039  5.814  -3.634
C  2.368  4.685  -3.893
C  1.015  4.606  -3.579
C  0.314  3.431  -3.854
C  0.977  2.344  -4.428
C  2.336  2.431  -4.734
C  3.034  3.610  -4.470
H  0.519  5.457  -3.126
H  -0.745  3.362  -3.620
H  0.431  1.427  -4.638
H  2.851  1.582  -5.178
H  4.088  3.698  -4.710
F  5.053  6.692  8.583
C  4.573  5.474  8.296
C  4.505  4.512  9.297
C  4.000  3.246  9.000
C  3.579  2.953  7.701
C  3.656  3.924  6.701
C  4.150  5.193  7.001
H  4.844  4.756  10.299
H  3.936  2.489  9.778
H  3.190  1.964  7.469
H  3.332  3.692  5.690
H  4.209  5.962  6.239
F  6.531  -0.906  1.717
C  7.253  -1.227  2.799
C  6.879  -2.321  3.571
C  7.633  -2.659  4.695
C  8.748  -1.890  5.040
C  9.112  -0.791  4.262
C  8.364  -0.461  3.132
H  6.005  -2.901  3.292
H  7.354  -3.517  5.301
H  9.333  -2.151  5.920
H  9.977  -0.192  4.535
H  8.638  0.385  2.510

Entry 5:
This record from the Open Molecules 2025 dataset describes an isolated molecule of C7H9NOS at a distorted geometry. The level of theory is ωB97M-V/def2-TZVPD.

Results
- relative energy (zero: lowest compared OMol25 entry of this formula, charge and spin) (kcal/mol) = 49.8
- SMILES string = C[C@H]1OCc2scc(N)c21
- net charge = 0
- lowest unoccupied orbital energy (eV) = 0.911
- E_HOMO (eV) = -7.915

CARTESIAN COORDINATES (ANGSTROEM)
C  -1.877  0.535  0.903
C  -0.904  0.630  -0.391
O  -0.608  1.958  -0.623
C  0.633  2.410  -0.086
C  1.481  1.205  0.076
S  3.165  0.913  0.277
C  2.947  -0.874  0.079
C  1.644  -1.135  -0.208
N  1.039  -2.359  -0.482
C  0.880  0.030  -0.133
H  -2.380  -0.489  0.838
H  -2.434  1.404  0.933
H  -1.216  0.614  1.763
H  -1.132  -0.020  -1.337
H  0.431  2.900  0.957
H  1.057  3.122  -0.707
H  3.767  -1.563  -0.049
H  1.545  -3.241  -0.640
H  0.131  -2.285  -0.546

Entry 6:
This record from the Open Molecules 2025 dataset describes a structure of composition C15H15N2O5PbSe. The level of theory is ωB97M-V/def2-TZVPD.

Results
- net charge = -1
- lowest unoccupied orbital energy (eV) = 1.144
- E_HOMO (eV) = -4.720

CARTESIAN COORDINATES (ANGSTROEM)
Pb  0.729  -0.863  1.422
O  4.050  1.280  0.055
C  2.904  0.950  -0.206
O  2.382  -0.203  0.062
C  2.040  1.935  -1.020
C  1.253  1.246  -2.151
C  0.916  2.277  -3.238
C  -0.210  3.081  -2.544
C  -0.313  2.336  -1.192
O  -0.032  0.999  -1.574
C  0.896  2.708  -0.291
C  0.654  2.390  1.194
O  0.988  3.226  2.018
O  0.041  1.283  1.450
H  2.757  2.648  -1.424
H  1.677  0.308  -2.495
H  0.559  1.789  -4.144
H  1.779  2.893  -3.493
H  -1.160  2.988  -3.071
H  0.033  4.136  -2.448
H  -1.855  1.402  -0.162
H  1.095  3.778  -0.334
C  -0.483  -1.711  -0.330
H  -1.397  -1.161  -0.552
H  -0.722  -2.758  -0.120
H  0.176  -1.658  -1.199
Se  -3.645  0.422  0.740
N  -1.616  2.307  -0.573
C  -2.346  3.356  -0.192
C  -1.882  4.688  -0.389
C  -2.652  5.768  -0.073
C  -3.949  5.620  0.464
C  -4.407  4.362  0.705
C  -3.644  3.189  0.427
N  -4.271  2.056  0.799
H  -0.878  4.840  -0.749
H  -2.245  6.761  -0.221
H  -4.548  6.488  0.701
H  -5.380  4.185  1.144

Q: What is the formula in the fifth record?
A: C7H9NOS